# 1
69
Properties=species:S:1:pos:R:3:nbo_charge:R:1 method="wB97M-V/def2-TZVPD" smiles="O=S(=O)([SiH3])C(F)(F)C(F)(F)C(F)(F)F.CCOP(=O)(OCC)OCC.CCOP(=O)(OCC)OCC" e_lumo_ev=-0.3 e_homo_ev=-10.01
O 0.58 -3.61 4.00 -0.91
S 1.41 -4.23 3.01 1.70
O 0.62 -5.23 2.33 -0.92
Si 3.01 -5.35 4.03 0.63
C 1.95 -3.04 1.66 0.42
F 2.07 -3.77 0.54 -0.29
F 0.96 -2.18 1.43 -0.28
C 3.30 -2.29 1.84 0.54
F 4.35 -3.08 1.62 -0.28
F 3.32 -1.37 0.85 -0.30
C 3.48 -1.49 3.18 0.92
F 4.39 -2.06 3.95 -0.30
F 2.33 -1.29 3.82 -0.28
F 3.97 -0.28 2.88 -0.31
H 2.30 -6.31 4.89 -0.09
H 3.74 -6.13 3.02 -0.12
H 3.89 -4.51 4.84 -0.12
C -2.18 -3.44 0.28 -0.64
C -3.03 -3.76 -0.94 -0.07
O -4.34 -3.20 -0.83 -0.80
P -4.57 -1.61 -1.14 2.46
O -3.99 -1.37 -2.48 -1.03
O -6.17 -1.60 -1.43 -0.82
C -6.70 -1.10 -2.66 -0.06
C -6.94 -2.23 -3.63 -0.63
O -4.88 -1.18 0.42 -0.74
C -3.97 -0.34 1.15 -0.07
C -3.34 0.74 0.30 -0.66
H -1.95 -2.37 0.31 0.19
H -1.25 -3.99 0.26 0.22
H -2.72 -3.68 1.20 0.22
H -2.54 -3.42 -1.85 0.19
H -3.16 -4.84 -1.02 0.19
H -6.04 -0.34 -3.09 0.19
H -7.64 -0.61 -2.42 0.18
H -6.04 -2.82 -3.80 0.22
H -7.29 -1.84 -4.59 0.21
H -7.70 -2.92 -3.24 0.21
H -3.21 -0.96 1.63 0.18
H -4.55 0.12 1.96 0.19
H -2.66 0.31 -0.45 0.21
H -2.75 1.42 0.92 0.23
H -4.10 1.31 -0.23 0.22
C 4.81 4.68 1.12 -0.63
C 4.10 5.56 0.11 -0.07
O 3.75 4.85 -1.06 -0.80
P 2.44 3.87 -1.06 2.46
O 1.31 4.70 -0.59 -1.03
O 2.16 3.76 -2.66 -0.82
C 0.90 4.12 -3.22 -0.06
C 0.94 5.54 -3.75 -0.63
O 3.29 2.45 -1.14 -0.74
C 3.28 1.53 -0.04 -0.07
C 1.95 1.44 0.67 -0.65
H 4.12 3.94 1.54 0.19
H 5.21 5.27 1.95 0.22
H 5.63 4.14 0.65 0.22
H 3.21 6.02 0.56 0.19
H 4.76 6.37 -0.20 0.19
H 0.10 3.98 -2.50 0.19
H 0.72 3.43 -4.05 0.18
H 1.25 6.24 -2.97 0.22
H -0.04 5.84 -4.12 0.21
H 1.67 5.63 -4.56 0.21
H 4.08 1.80 0.66 0.17
H 3.54 0.56 -0.45 0.20
H 1.71 2.38 1.19 0.22
H 1.97 0.65 1.42 0.22
H 1.14 1.24 -0.04 0.22



# 2
55
Properties=species:S:1:pos:R:3:nbo_charge:R:1 method="wB97M-V/def2-TZVPD" e_lumo_ev=-0.5 e_homo_ev=-2.33 charge=-1
C 4.74 -2.84 4.03 -0.65
C 4.92 -2.17 2.54 -0.44
C 3.52 -1.93 1.72 -0.37
I 1.80 -2.64 2.87 -0.05
C 3.47 -0.30 1.36 -0.48
C 2.90 -0.04 -0.16 -0.44
C 1.24 -0.13 -0.26 -0.43
C 0.46 1.02 0.61 -0.43
C -0.44 0.44 1.86 -0.42
C -1.58 -0.68 1.38 -0.42
C -2.20 -1.54 2.66 -0.44
C -2.70 -3.00 2.00 -0.07
O -1.72 -4.04 2.33 -0.57
C -0.92 -4.44 1.16 -0.28
H 4.14 -2.16 4.79 0.22
H 5.84 -2.94 4.49 0.19
H 4.32 -3.95 4.01 0.21
H 5.43 -1.11 2.71 0.24
H 5.62 -2.83 1.85 0.20
H 3.57 -2.57 0.72 0.20
H 2.70 0.23 2.10 0.15
H 3.30 -0.89 -0.89 0.18
H 3.29 1.00 -0.58 0.20
H 0.94 0.03 -1.40 0.20
H 0.95 -1.23 0.00 0.20
H -0.30 1.59 -0.12 0.22
H 1.19 1.87 1.01 0.22
H -1.07 1.31 2.38 0.19
H 0.28 0.03 2.70 0.22
H -1.11 -1.47 0.65 0.20
H -2.46 -0.16 0.78 0.20
H -1.38 -1.69 3.50 0.23
H -3.11 -0.96 3.18 0.19
H -2.79 -2.87 0.84 0.17
H -3.78 -3.31 2.40 0.17
H -0.01 -5.08 1.60 0.21
H -1.52 -5.04 0.34 0.16
H -0.42 -3.54 0.59 0.19
C -3.23 1.04 -3.13 -0.27
O -2.48 2.11 -2.57 -0.72
P -1.44 2.85 -3.74 2.11
O -0.43 3.15 -2.63 -0.96
O -2.51 4.11 -3.85 -0.83
C -3.46 4.39 -2.83 -0.23
O -0.39 3.58 -4.90 -0.74
C -0.43 4.99 -5.09 -0.24
H -3.88 0.62 -2.35 0.19
H -3.85 1.40 -3.94 0.16
H -2.55 0.26 -3.49 0.17
H -3.05 4.28 -1.83 0.20
H -4.33 3.76 -2.97 0.17
H -3.79 5.43 -2.94 0.17
H -0.31 5.51 -4.14 0.19
H -1.35 5.29 -5.59 0.18
H 0.39 5.27 -5.76 0.17



# 3
64
Properties=species:S:1:pos:R:3:nbo_charge:R:1 method="wB97M-V/def2-TZVPD" e_lumo_ev=-6.4 e_homo_ev=-7.88
In -0.54 -1.62 1.23 0.94
O 1.36 2.95 5.87 -0.67
C 0.50 2.04 5.45 0.92
O 0.62 1.53 4.35 -0.52
O -0.27 1.58 6.31 -0.51
H 1.15 3.04 6.81 0.50
O 1.86 -4.13 -4.09 -0.66
C 1.19 -3.80 -2.98 0.91
O 1.28 -4.46 -1.95 -0.61
O 0.55 -2.75 -2.83 -0.55
H 2.20 -4.94 -3.70 0.49
O -6.47 0.08 4.12 -0.63
C -5.26 -0.28 4.19 0.90
O -4.55 -0.62 3.23 -0.50
O -4.79 -0.39 5.32 -0.55
H -6.39 0.21 5.07 0.50
C 3.97 -2.62 1.36 -0.25
O 3.45 -1.31 1.57 -0.54
C 4.45 -0.32 1.51 -0.07
C 4.52 0.35 0.10 -0.26
N 3.16 0.81 -0.23 -0.61
C 3.13 0.98 -1.68 -0.23
C 3.93 2.23 -2.17 -0.08
O 3.53 3.37 -1.52 -0.58
C 3.78 4.69 -2.11 -0.24
H 4.61 -2.68 0.48 0.17
H 3.12 -3.30 1.24 0.19
H 4.63 -2.87 2.19 0.17
H 5.44 -0.66 1.81 0.16
H 4.28 0.50 2.20 0.18
H 4.88 -0.36 -0.64 0.18
H 5.27 1.13 0.28 0.18
H 3.18 1.77 0.09 0.36
H 2.07 1.15 -1.91 0.20
H 3.47 0.07 -2.18 0.20
H 3.74 2.34 -3.24 0.16
H 5.02 2.19 -2.13 0.16
H 3.31 5.48 -1.53 0.20
H 3.36 4.68 -3.11 0.18
H 4.86 4.87 -2.05 0.18
C -1.29 2.89 0.14 -0.25
O -1.91 1.72 -0.39 -0.55
C -2.70 1.97 -1.54 -0.06
C -3.25 0.70 -2.26 -0.23
N -3.64 -0.33 -1.28 -0.61
C -4.28 -1.40 -2.05 -0.24
C -4.60 -2.55 -1.12 -0.07
O -3.30 -3.05 -0.62 -0.57
C -3.35 -4.36 0.01 -0.25
H -0.76 3.43 -0.64 0.17
H -0.57 2.65 0.93 0.20
H -2.05 3.48 0.64 0.17
H -2.16 2.58 -2.26 0.17
H -3.56 2.52 -1.17 0.16
H -2.54 0.17 -2.89 0.20
H -4.05 1.19 -2.82 0.17
H -4.34 -0.06 -0.60 0.36
H -3.60 -1.70 -2.84 0.20
H -5.21 -1.04 -2.51 0.17
H -5.10 -3.37 -1.64 0.18
H -5.26 -2.23 -0.32 0.17
H -3.89 -5.08 -0.61 0.17
H -3.87 -4.27 0.96 0.17
H -2.33 -4.73 0.11 0.19



Which calculated total energy belongs to each record? In order, -92878.4979 -43707.3094 -50848.9730 eV.
Which largest force on an atom belongs to each record? In order, 6.391 8.127 4.848 eV/A.
Which HOMO-LUMO gap belongs to each record? In order, 9.692 1.854 1.530 eV.